(1)
Formula: C8H22F12N4O6P2
Source: OMol25
Level of theory: ωB97M-V with the def2-TZVPD basis set

Positions of all 54 atoms, in Å:
N: 1.725 -1.873 2.504
H: 2.394 -1.550 1.820
H: 1.860 -1.348 3.356
H: 1.773 -2.866 2.685
H: 0.843 -1.627 2.078
N: 2.740 0.213 -0.527
O: 3.893 0.033 -0.388
O: 1.916 -0.234 0.275
O: 2.324 0.982 -1.342
N: 2.715 0.692 4.612
O: 2.869 1.249 3.561
O: 2.983 -0.510 4.829
O: 2.206 1.257 5.584
C: -1.660 0.226 0.485
C: -1.278 1.439 -0.391
C: -1.780 1.329 -1.828
N: -1.352 2.467 -2.830
C: 0.201 2.456 -2.978
C: -1.876 3.887 -2.567
C: -3.232 4.091 -3.270
C: -3.391 3.003 -4.274
C: -2.026 2.241 -4.199
H: -2.715 0.381 0.709
H: -1.114 0.381 1.416
H: -1.492 -0.716 -0.037
H: -0.197 1.580 -0.404
H: -1.650 2.370 0.038
H: -2.862 1.375 -1.707
H: -1.624 0.417 -2.404
H: 0.475 1.470 -3.355
H: 0.614 2.788 -2.026
H: 0.401 3.255 -3.691
H: -1.074 4.576 -2.832
H: -2.096 3.954 -1.502
H: -3.334 5.138 -3.556
H: -4.019 3.937 -2.530
H: -3.648 3.315 -5.286
H: -4.134 2.267 -3.966
H: -1.398 2.781 -4.907
H: -2.013 1.228 -4.601
P: -1.432 -3.490 2.751
F: -2.173 -3.938 4.232
F: -0.938 -2.034 3.274
F: -0.108 -4.223 3.305
F: -0.589 -2.944 1.428
F: -1.781 -4.917 1.956
F: -2.770 -2.656 2.215
P: 3.978 -4.539 2.031
F: 4.103 -6.095 2.370
F: 3.651 -4.358 3.656
F: 5.590 -4.481 2.325
F: 3.896 -2.929 1.622
F: 4.264 -4.811 0.443
F: 2.341 -4.640 1.839

Charge: -2
ΔE to the lowest compared entry with this formula, charge and spin in eV: 2.408

***

(2)
Formula: C8H22F4N4O10PbS4
Source: OMol25
Level of theory: ωB97M-V with the def2-TZVPD basis set

Positions of all 53 atoms, in Å:
Pb: 19.333 11.357 21.246
N: 20.201 12.684 23.108
S: 20.723 14.048 23.636
O: 22.158 14.152 23.753
O: 19.916 14.704 24.626
F: 20.448 14.904 22.294
S: 20.370 11.780 24.565
O: 19.649 12.190 25.722
O: 21.621 11.114 24.768
F: 19.458 10.615 23.961
N: 18.431 12.152 19.118
S: 17.414 13.369 18.535
O: 16.024 13.262 18.838
O: 17.842 13.970 17.310
F: 17.969 14.466 19.570
S: 18.752 11.401 17.780
O: 19.782 11.880 16.907
O: 17.654 10.689 17.159
F: 19.501 10.174 18.539
C: 23.445 9.178 21.628
C: 22.246 10.133 21.461
C: 22.404 11.038 20.234
O: 21.474 12.106 20.225
C: 21.722 13.142 19.279
N: 20.980 9.338 21.387
H: 23.167 8.214 22.064
H: 24.193 9.523 22.344
H: 23.907 8.909 20.675
H: 22.122 10.688 22.394
H: 22.234 10.391 19.361
H: 23.442 11.366 20.153
H: 22.092 12.792 18.315
H: 22.432 13.846 19.719
H: 20.802 13.684 19.068
H: 21.075 8.781 20.537
H: 20.934 8.719 22.187
C: 15.180 9.017 21.431
C: 16.359 9.971 21.454
C: 16.039 11.179 22.341
O: 17.080 12.159 22.176
C: 16.917 13.236 23.093
N: 17.689 9.321 21.705
H: 15.374 8.181 20.761
H: 14.248 9.499 21.136
H: 14.983 8.660 22.448
H: 16.452 10.461 20.475
H: 15.796 10.861 23.359
H: 15.177 11.671 21.884
H: 16.978 12.978 24.151
H: 15.962 13.738 22.906
H: 17.682 13.985 22.889
H: 17.752 8.530 21.063
H: 17.486 8.862 22.600

ΔE to the lowest compared entry with this formula, charge and spin in eV: 0.000

***

(3)
Formula: C8H22F6N5O9P
Source: OMol25
Level of theory: ωB97M-V with the def2-TZVPD basis set

Positions of all 51 atoms, in Å:
N: 0.383 -0.586 -2.663
H: 1.332 -0.942 -2.635
H: 0.083 -0.151 -3.554
H: 0.365 0.337 -2.189
H: -0.365 -1.223 -2.395
N: -0.920 2.627 -2.023
O: -1.652 2.344 -2.988
O: -1.040 3.810 -1.605
O: -0.140 1.849 -1.447
N: -2.099 -3.152 -2.350
O: -1.644 -2.796 -1.231
O: -2.643 -4.260 -2.499
O: -1.974 -2.330 -3.276
N: 1.653 0.522 -5.497
O: 2.068 1.113 -6.509
O: 0.458 0.658 -5.179
O: 2.444 -0.260 -4.899
C: -0.216 3.944 2.567
C: 0.068 2.488 2.850
C: -0.446 1.520 1.781
N: -0.154 0.031 2.031
C: 1.309 -0.244 2.416
C: -1.056 -0.570 3.101
C: -2.413 -0.942 2.428
C: -2.155 -0.941 0.901
C: -0.640 -0.865 0.816
H: 0.133 4.611 3.356
H: -1.299 4.094 2.611
H: 0.158 4.253 1.592
H: -0.100 2.112 3.862
H: 1.163 2.472 2.856
H: 0.038 1.834 0.854
H: -1.517 1.560 1.586
H: 1.604 -1.280 2.530
H: 1.454 0.316 3.342
H: 1.941 0.306 1.721
H: -0.539 -1.471 3.427
H: -1.085 0.105 3.956
H: -2.945 -1.852 2.713
H: -3.274 -0.312 2.671
H: -2.582 -1.787 0.365
H: -2.507 -0.084 0.326
H: -0.054 -1.784 0.788
H: -0.319 -0.330 -0.080
P: 2.729 -2.110 -0.629
F: 2.027 -0.621 -0.680
F: 4.264 -1.587 -0.532
F: 2.654 -2.090 0.997
F: 3.393 -3.634 -0.594
F: 1.248 -2.712 -0.731
F: 2.813 -1.987 -2.261

Charge: -2

***

(4)
Formula: C8H22FGaIO6S2
Source: OMol25
Level of theory: ωB97M-V with the def2-TZVPD basis set

Positions of all 41 atoms, in Å:
C: 2.131 0.633 -0.470
C: 3.110 -0.511 -0.635
F: 2.413 -1.551 -1.347
Ga: 3.757 -1.273 1.160
I: 3.415 0.571 3.050
H: 2.682 1.517 -0.145
H: 1.594 0.840 -1.400
H: 1.427 0.424 0.336
H: 3.930 -0.213 -1.290
H: 5.313 -1.613 1.199
H: 2.790 -2.481 1.541
O: 0.525 3.330 0.592
S: -0.160 4.310 -0.180
O: 0.534 5.466 -0.659
O: -1.455 4.773 0.624
C: -1.251 5.202 1.990
C: -0.621 6.575 2.095
C: -0.993 3.542 -1.524
H: -0.663 4.448 2.514
H: -2.250 5.203 2.422
H: 0.398 6.576 1.713
H: -0.597 6.883 3.141
H: -1.194 7.305 1.523
H: -1.540 2.682 -1.150
H: -0.221 3.230 -2.224
H: -1.657 4.267 -1.987
O: -2.376 -4.202 1.080
S: -2.139 -5.179 0.063
O: -1.249 -6.267 0.316
O: -1.754 -4.454 -1.281
C: -0.642 -3.501 -1.281
C: 0.719 -4.146 -1.223
C: -3.679 -5.834 -0.489
H: -0.785 -2.790 -0.467
H: -0.772 -2.966 -2.218
H: 0.895 -4.635 -0.266
H: 1.467 -3.366 -1.363
H: 0.821 -4.898 -2.008
H: -4.356 -5.011 -0.699
H: -4.064 -6.451 0.320
H: -3.503 -6.437 -1.374

Charge: -1

***

(5)
Formula: C8H22N8O12Zn2
Source: OMol25
Level of theory: ωB97M-V with the def2-TZVPD basis set

Positions of all 52 atoms, in Å:
Zn: 4.858 -0.622 -2.550
Zn: 3.141 3.333 -0.045
C: 1.252 0.018 -0.789
O: 1.999 -0.995 -0.741
O: 1.756 0.709 -1.693
O: 1.046 0.755 0.148
C: 6.733 2.818 -1.996
O: 5.912 3.724 -2.039
O: 6.812 1.985 -2.925
O: 6.186 2.113 -1.046
C: -1.974 2.914 -6.705
O: -2.310 3.269 -7.771
N: -2.674 2.867 -5.622
N: -0.772 2.439 -6.518
H: -3.680 2.951 -5.653
H: -2.138 2.819 -4.768
H: -0.510 1.974 -5.660
H: -0.226 2.450 -7.367
C: -0.522 7.399 -1.710
O: 0.272 6.438 -1.601
N: -0.475 8.549 -1.118
N: -1.710 7.350 -2.281
H: -1.080 9.290 -1.442
H: 0.409 8.654 -0.641
H: -2.213 8.218 -2.395
H: -1.893 6.504 -2.801
C: -0.942 -3.763 4.882
O: -2.053 -3.545 4.336
N: -0.578 -4.617 5.754
N: 0.163 -3.178 4.538
H: -1.188 -5.250 6.252
H: 0.402 -4.782 5.931
H: 0.195 -2.335 3.982
H: 1.104 -3.451 4.784
C: -3.788 2.488 5.291
O: -4.384 3.236 6.076
N: -4.304 1.410 4.762
N: -2.461 2.454 5.041
H: -3.791 0.731 4.218
H: -5.300 1.263 4.835
H: -1.865 3.215 5.332
H: -2.028 1.809 4.395
C: 0.620 -8.825 -0.408
C: 1.688 -8.102 0.414
O: 2.383 -7.166 -0.523
O: 1.021 -9.980 -0.997
H: 0.317 -8.148 -1.207
H: -0.236 -8.937 0.258
H: 2.279 -8.782 1.028
H: 1.379 -7.471 1.247
H: 2.035 -6.271 -0.540
H: 1.129 -9.928 -1.950

ΔE to the lowest compared entry with this formula, charge and spin in eV: 17.821

***

(6)
Formula: C8H22NOSi2
Source: OMol25
Level of theory: ωB97M-V with the def2-TZVPD basis set

Positions of all 34 atoms, in Å:
C: -0.428 -0.151 0.410
C: 0.610 2.364 -0.690
C: -2.068 2.353 0.708
C: -1.938 1.138 -2.206
C: 0.185 -2.160 -1.898
C: 0.989 -2.916 1.034
C: 2.544 -0.658 -0.479
C: 0.578 0.700 1.886
N: 0.385 -0.111 2.801
O: -1.460 -0.863 1.046
Si: -1.011 1.402 -0.517
Si: 0.887 -1.503 -0.243
H: 1.065 2.763 0.216
H: 1.347 1.690 -1.260
H: 0.489 3.366 -1.122
H: -1.677 2.237 1.683
H: -2.146 3.442 0.345
H: -3.123 1.973 0.890
H: -1.249 1.295 -3.119
H: -2.336 0.086 -2.188
H: -2.743 1.771 -2.219
H: 0.957 -2.886 -2.136
H: -0.805 -2.700 -1.638
H: -0.018 -1.642 -2.767
H: 1.890 -2.890 1.609
H: 0.111 -2.875 1.624
H: 1.190 -3.814 0.587
H: 2.597 0.121 0.187
H: 3.157 -1.479 -0.258
H: 2.553 -0.315 -1.467
H: 1.329 1.546 1.872
H: -2.360 -0.563 0.954
H: 0.878 0.107 3.650
H: -0.380 -0.830 2.705

Charge: +1
ΔE to the lowest compared entry with this formula, charge and spin in eV: 2.130

***

Short version: DFT total energy = -2869.7810; -3474.4440; -2209.4446; -3888.2157; -5217.0830; -1026.6889 hartree, in the order given.
Short version: gap between HOMO and LUMO = 4.399; 9.668; 6.166; 7.044; 3.782; 9.615 eV, in the order given.